Record 1
Entry from the OMol25 dataset: a structure of composition C22H27F6N5O6ReSSbSe2 (ωB97M-V/def2-TZVPD).

The geometry in XYZ format:
```
71
Properties=species:S:1:pos:R:3:mulliken_spin:R:1
Re -1.021 0.906 0.509 2.153
C -2.450 -1.067 5.879 0.001
C -3.093 -1.347 4.530 -0.001
N -3.437 -0.132 3.806 0.004
C -2.632 0.539 2.986 0.008
S -0.987 -0.032 2.708 -0.034
N -3.097 1.646 2.427 0.050
N -2.178 2.153 1.568 -0.014
C -2.004 3.454 1.496 -0.042
C -2.903 4.403 2.209 0.008
C -0.778 3.778 0.834 -0.005
C -0.270 5.066 0.620 -0.023
C 0.979 5.223 0.078 0.009
C 1.737 4.093 -0.255 -0.032
C 1.199 2.851 -0.054 -0.017
N -0.035 2.687 0.477 -0.051
H -2.223 -2.004 6.389 0.000
H -3.112 -0.480 6.518 0.000
H -1.518 -0.515 5.751 -0.001
H -4.014 -1.918 4.646 0.000
H -2.432 -1.940 3.900 0.001
H -4.383 0.212 3.846 -0.001
H -2.918 4.176 3.276 -0.004
H -3.926 4.299 1.847 -0.005
H -2.584 5.433 2.072 0.001
H -0.871 5.923 0.884 -0.003
H 1.377 6.214 -0.091 0.000
H 2.729 4.182 -0.673 0.000
H 1.728 1.940 -0.302 0.004
O 5.642 -3.510 1.757 0.000
C 5.253 -3.238 0.420 0.000
C 3.894 -2.529 0.415 0.000
C 3.472 -2.409 -1.069 -0.001
O 2.798 -1.219 -1.412 -0.001
C 4.054 -1.146 1.058 0.001
Se 2.367 -0.486 1.836 0.012
C 2.894 -3.363 1.214 0.000
Se 1.182 -2.433 1.247 -0.001
H 6.496 -3.951 1.752 0.000
H 5.170 -4.167 -0.159 0.000
H 5.988 -2.594 -0.077 0.000
H 2.874 -3.288 -1.338 0.000
H 4.371 -2.417 -1.691 0.000
H 1.929 -1.205 -0.980 -0.004
H 4.386 -0.420 0.319 0.000
H 4.760 -1.201 1.883 0.001
H 3.231 -3.515 2.236 0.000
H 2.724 -4.332 0.743 0.000
O -1.466 1.328 -1.539 -0.042
C -0.548 0.556 -1.951 0.006
O 0.199 0.039 -1.054 0.008
C -0.377 0.283 -3.392 0.002
C -1.397 0.663 -4.262 0.003
C -1.268 0.419 -5.617 -0.001
C -0.112 -0.194 -6.064 0.003
C 0.910 -0.582 -5.218 -0.002
C 0.772 -0.343 -3.861 0.005
N 0.039 -0.444 -7.515 0.000
O -0.864 -0.088 -8.242 0.000
O 1.059 -0.986 -7.887 0.000
H -2.285 1.132 -3.865 -0.001
H -2.040 0.692 -6.321 0.000
H 1.790 -1.058 -5.623 0.000
H 1.557 -0.632 -3.175 -0.001
F -2.225 -0.739 0.071 0.007
Sb -3.851 -1.939 -0.076 -0.005
F -2.646 -3.206 -0.746 0.000
F -4.025 -1.198 -1.789 0.000
F -5.359 -3.030 -0.230 0.000
F -4.800 -0.490 0.651 -0.001
F -3.438 -2.504 1.668 0.001
```

Calculated values
- Total charge: 0
- LUMO (spin up / spin down): -0.036 / -0.052 Eh
- ΔE to the lowest compared entry with this formula, charge and spin: 0.0137 eV
- <S²>: 2.06
- Multiplicity: 3
- HOMO-LUMO gap (spin up / spin down): 6.95 / 6.26 eV
- Total energy: -7698.64059 Eh

Record 2
Entry from the OMol25 dataset: a cluster of 9 separate species, C32H72F10N9O20S10 in total (ωB97M-V/def2-TZVPD).

The geometry in XYZ format:
```
153
Properties=species:S:1:pos:R:3:mulliken_charge:R:1
C 2.858 -5.180 -0.890 -1.404
C 2.950 -5.094 -2.415 0.707
C 2.911 -6.512 -2.982 -1.216
N 3.451 -6.555 -4.420 0.272
C 2.524 -5.696 -5.293 -0.818
C 4.895 -6.055 -4.505 -0.574
C 5.605 -6.728 -5.706 -0.624
C 4.723 -7.977 -6.041 -0.721
C 3.604 -7.959 -4.982 -0.666
H 3.147 -4.271 -0.362 0.075
H 3.417 -5.978 -0.394 0.423
H 1.827 -5.340 -0.564 0.424
H 3.920 -4.647 -2.627 0.131
H 2.102 -4.486 -2.722 0.178
H 1.905 -6.927 -3.024 0.435
H 3.542 -7.112 -2.327 0.400
H 2.862 -4.675 -5.135 0.228
H 1.525 -5.939 -4.943 0.363
H 2.686 -6.025 -6.317 0.435
H 4.850 -4.976 -4.646 0.232
H 5.312 -6.266 -3.522 0.474
H 5.649 -6.000 -6.510 0.338
H 6.544 -7.141 -5.350 0.387
H 4.336 -8.064 -7.053 0.360
H 5.374 -8.833 -5.869 0.307
H 2.616 -8.278 -5.316 0.463
H 3.810 -8.582 -4.111 0.422
C 1.750 3.003 -5.843 -1.539
C 0.420 2.300 -5.606 -0.105
C -0.342 2.537 -4.290 -0.336
N -1.518 1.586 -4.111 0.829
C -1.146 0.108 -4.102 -1.076
C -2.692 1.813 -5.070 -0.405
C -3.879 2.263 -4.191 -0.777
C -3.635 1.570 -2.865 -0.559
C -2.139 1.725 -2.688 -0.032
H 2.489 2.777 -5.063 0.271
H 1.674 4.075 -5.639 0.395
H 2.299 2.713 -6.734 0.424
H 0.632 1.290 -5.962 0.268
H -0.265 2.674 -6.375 0.246
H -0.847 3.503 -4.263 0.518
H 0.263 2.405 -3.394 -0.017
H -0.674 -0.054 -5.067 0.500
H -2.066 -0.451 -3.945 0.550
H -0.503 -0.192 -3.279 -0.035
H -2.959 0.920 -5.621 0.333
H -2.416 2.735 -5.580 0.267
H -4.733 1.758 -4.642 0.392
H -4.013 3.325 -3.999 0.349
H -3.881 0.510 -2.924 0.154
H -4.169 2.110 -2.085 0.386
H -1.748 0.969 -2.011 -0.279
H -1.875 2.709 -2.295 0.346
C -2.638 3.659 4.374 -1.529
C -2.618 3.853 5.861 -0.139
C -3.838 3.262 6.481 -1.063
N -3.985 3.612 7.971 0.254
C -2.750 3.244 8.823 -1.158
C -5.083 2.664 8.478 -0.462
C -5.661 3.497 9.614 -0.704
C -5.677 4.970 9.192 -0.523
C -4.434 5.069 8.255 -0.567
H -3.216 4.544 4.068 0.402
H -3.163 2.788 3.987 0.380
H -1.732 3.857 3.804 0.273
H -2.359 4.807 6.325 0.455
H -1.811 3.208 6.241 0.305
H -3.931 2.178 6.406 0.542
H -4.795 3.649 6.116 0.449
H -3.151 3.336 9.828 0.548
H -1.935 3.948 8.674 0.327
H -2.477 2.247 8.488 0.345
H -4.626 1.762 8.870 0.278
H -5.867 2.542 7.736 0.421
H -5.152 3.309 10.560 0.351
H -6.673 3.115 9.767 0.410
H -5.687 5.604 10.075 0.326
H -6.626 5.080 8.669 0.341
H -3.551 5.404 8.799 0.313
H -4.498 5.742 7.404 0.413
C -1.626 1.886 1.012 -0.344
C -0.142 2.244 1.256 -0.011
C 0.759 1.021 1.592 -0.918
N 2.164 1.125 0.949 1.108
C 2.886 2.412 1.345 -1.303
C 2.903 -0.216 1.312 -0.462
C 3.320 -0.810 -0.028 0.740
C 2.218 -0.384 -0.950 0.759
C 1.991 1.058 -0.571 -0.809
H -2.025 1.389 1.898 -0.058
H -1.713 1.110 0.248 -0.533
H -2.146 2.820 0.808 0.545
H -0.163 2.813 2.188 0.073
H 0.261 2.796 0.409 0.378
H 0.246 0.133 1.215 0.060
H 0.902 0.796 2.648 0.722
H 2.744 2.638 2.396 0.331
H 2.292 3.167 0.823 0.545
H 3.890 2.501 0.949 0.288
H 3.858 -0.036 1.807 0.112
H 2.317 -0.780 2.034 0.208
H 4.342 -0.490 -0.227 -0.137
H 3.400 -1.897 0.028 -0.173
H 2.506 -0.503 -1.992 0.051
H 1.302 -0.954 -0.830 -0.634
H 2.721 1.735 -1.012 0.401
H 0.985 1.363 -0.858 0.074
N -1.871 -2.165 5.185 -0.662
S -1.169 -2.686 3.754 1.086
O -0.232 -1.863 3.075 -0.330
O -1.998 -3.531 2.933 -0.610
F -0.268 -3.784 4.492 -0.338
S -1.903 -0.687 4.793 1.380
O -2.835 -0.352 3.763 -0.515
O -0.648 0.078 4.836 -0.627
F -2.736 -0.167 6.116 -0.381
N 5.819 -1.029 -4.900 -0.398
S 4.232 -0.926 -4.382 0.885
O 3.368 -2.115 -4.395 -0.468
O 3.661 0.395 -4.585 -0.405
F 4.718 -0.924 -2.834 -0.185
S 5.417 -1.626 -6.278 0.985
O 4.346 -1.005 -7.118 -0.605
O 5.600 -3.060 -6.250 -0.549
F 6.728 -1.199 -7.098 -0.312
N 6.085 0.982 1.197 -0.014
S 6.947 -0.234 1.059 0.997
O 6.483 -1.480 1.599 -0.597
O 8.379 -0.043 1.115 -0.645
F 6.759 -0.407 -0.560 -0.281
S 6.450 1.613 2.656 0.977
O 7.074 2.886 2.611 -0.611
O 6.753 0.708 3.732 -0.572
F 4.901 1.941 3.057 -0.259
N -2.370 -1.591 -1.490 0.170
S -3.416 -1.996 -0.437 0.689
O -2.930 -1.954 0.925 -0.335
O -4.331 -3.042 -0.898 -0.664
F -4.341 -0.703 -0.492 -0.223
S -1.294 -2.811 -1.347 0.668
O -1.710 -4.031 -1.995 -0.654
O -0.454 -2.872 -0.196 -0.427
F -0.206 -2.267 -2.450 -0.279
N -7.103 4.815 0.225 -0.370
S -8.190 3.815 -0.281 1.135
O -8.967 3.049 0.666 -0.589
O -7.869 3.175 -1.554 -0.603
F -9.237 4.944 -0.656 -0.281
S -5.986 3.799 0.840 1.179
O -4.638 4.175 0.498 -0.624
O -6.227 2.422 1.132 -0.505
F -6.023 4.483 2.295 -0.337
```

Calculated values
- Total charge: -1
- LUMO: 0.028 Eh
- ΔE to the lowest compared entry with this formula, charge and spin: 0.0000 eV
- Multiplicity: 1
- HOMO-LUMO gap: 7.91 eV
- Total energy: -8240.37209 Eh